20
Properties=species:S:1:pos:R:3 method="wB97M-V/def2-TZVPD" homo_lumo_gap_ev=9.7 largest_force_ev_per_a=2.43 e_lumo_ev=0.99 total_charge=0 e_homo_ha=-0.3218 de_lowest_kj_mol=164.6
C 2.254 -0.418 -0.123
N 1.029 -0.158 0.622
C -0.248 0.152 0.001
C -1.438 0.057 0.927
C -2.567 0.938 0.441
O -2.004 -1.256 1.117
C 2.095 -0.315 -1.643
H 3.031 0.247 0.308
H 2.640 -1.429 0.077
H 1.168 0.655 1.208
H -0.537 -0.637 -0.715
H -0.225 1.109 -0.559
H -1.261 0.361 1.981
H -2.975 0.390 -0.428
H -2.513 1.939 0.013
H -3.328 0.917 1.229
H -1.375 -1.611 1.751
H 1.840 0.675 -2.012
H 3.034 -0.555 -2.161
H 1.378 -1.062 -2.034